# C2H4F3N

A molecular structure, C2H4F3N in a non-equilibrium geometry (ωB97M-V with the def2-TZVPD basis set, OMol25).

The geometry in ORCA input format:
```
! wB97M-V def2-TZVPD RIJCOSX def2/J DEFGRID3
* xyz 0 1
F 1.4081 -1.4450 0.3229
F -2.4151 0.5843 0.5333
F -1.6210 -0.6029 -1.0874
N -1.4983 -0.4049 0.2826
C 1.1350 -0.2686 -0.3581
C 0.1087 0.4934 0.3985
H 0.7114 -0.3332 -1.3498
H 0.1475 0.3804 1.5409
H 2.1870 0.1267 -0.2907
H -0.1632 1.4698 0.0078
*
```

Output
electronic energy: -432.7713 Ha
orbital gap: 11.30 eV
ΔE to the lowest compared entry with this formula, charge and spin: 536.7 kJ/mol